Entry 1:
Formula: C2H4S3
Source: the OMol25 dataset
Level of theory: ωB97M-V/def2-TZVPD

```
9
Properties=species:S:1:pos:R:3:forces:R:3:mulliken_charge:R:1
C 4.171004 -0.150397 0.209466 1.5478 0.6416 0.4847 0.4194
C -0.444576 0.147596 1.652682 2.1969 0.4335 -2.3250 -0.6432
S 4.307796 -1.642297 -0.240793 -0.6890 0.7827 0.1262 -0.2263
S 4.438143 1.323083 0.727655 -0.8894 -1.4219 -0.6075 -0.1960
S -0.178811 0.986580 -0.027671 -1.1515 0.1756 0.3927 -0.1948
H 0.679827 0.227023 1.880858 -2.1820 -0.8423 0.9511 0.1871
H -0.923362 -0.820945 1.496479 0.7165 -0.0632 0.1290 0.2582
H -1.135920 0.756715 2.171669 -0.0403 0.7424 1.0128 0.2908
H -1.229467 1.854849 0.051120 0.4910 -0.4483 -0.1640 0.1048
```
Forces are in eV/Å.

Energy relative to the best compared isomer or geometry (same formula, charge and spin) = 65.07 kJ/mol
Multiplicity = 1

Entry 2:
Formula: C30H25Cl5MgN6O6Si
Source: the OMol25 dataset
Level of theory: ωB97M-V/def2-TZVPD

```
74
Properties=species:S:1:pos:R:3:forces:R:3:mulliken_charge:R:1
Mg 0.611340 0.240412 -0.525024 -0.1238 -0.2118 -0.6659 2.8790
O 2.323521 3.668759 -3.124810 0.0097 0.0814 -0.0106 -0.7952
C 2.124361 4.606599 -2.185222 0.0256 -0.0569 -0.1017 0.4038
C 2.738973 5.848818 -2.365558 -0.0139 0.0706 0.0507 -0.6674
C 2.574015 6.851693 -1.429192 0.0039 -0.0532 0.0045 -0.2408
C 1.797890 6.637309 -0.291756 -0.0005 -0.0410 -0.0182 -0.8388
C 1.182388 5.409789 -0.118024 -0.0601 0.0768 -0.0222 -0.3344
C 1.318235 4.390481 -1.056619 -0.0486 -0.0469 -0.0294 0.0861
C 0.645568 3.076240 -0.863376 0.1546 -0.0579 0.1756 0.6198
O 1.011000 2.094339 -1.596038 -0.0745 0.0161 0.3277 -1.2730
N -0.285529 3.026569 0.077715 0.0198 -0.1427 -0.2604 -0.9485
N -0.873097 1.777537 0.117709 0.0070 0.4438 0.2160 0.9734
C -1.921049 1.755079 0.844189 -0.1741 -0.0636 0.0914 -1.4669
C -2.844358 0.617716 0.947092 0.1154 -0.0229 -0.0027 1.0798
C -3.811815 0.629526 1.952830 0.0023 -0.0030 0.1191 -0.9202
C -4.688599 -0.434216 2.053921 -0.0056 -0.0316 0.0537 -0.3281
C -4.584415 -1.477783 1.147675 0.0366 0.0191 -0.0377 -0.8213
C -3.608465 -1.390374 0.160314 0.0122 0.0520 -0.0199 -0.2718
N -2.769468 -0.368365 0.050282 0.0035 0.0163 0.0065 0.2201
H 1.954757 2.824851 -2.756147 0.0124 0.0226 0.0317 0.3930
H 3.357822 5.989374 -3.242984 -0.0080 -0.0132 0.0053 0.4088
H 3.071454 7.804407 -1.575472 -0.0083 0.0001 -0.0047 0.3492
H 1.689133 7.414718 0.454553 0.0031 -0.0106 -0.0052 0.3605
H 0.579139 5.203253 0.756309 0.0282 0.0086 -0.0189 0.4194
H -2.172588 2.653945 1.406271 -0.0716 0.0351 -0.0437 0.2345
H -3.849367 1.454522 2.654180 0.0072 -0.0116 -0.0190 0.4215
H -5.434540 -0.455640 2.839616 -0.0042 -0.0010 -0.0046 0.3796
H -5.240453 -2.336923 1.198139 0.0071 -0.0012 -0.0142 0.3968
H -3.484519 -2.177058 -0.577988 0.0170 0.0272 0.0336 0.4667
Cl 3.078627 -3.489459 -2.842037 -0.0778 0.0251 -0.0590 -0.2867
C 1.631798 -2.696479 -3.408174 0.0584 -0.0750 -0.0772 0.2845
C 1.030909 -3.148932 -4.587834 0.0580 -0.0415 0.0299 -0.5842
C -0.106154 -2.569242 -5.074576 -0.0360 0.0229 -0.0324 0.7181
Cl -0.806055 -3.162467 -6.577302 0.0295 0.0451 0.0967 -0.3384
C -0.718309 -1.498162 -4.380673 -0.0257 0.0224 0.0305 -0.2357
C -1.886813 -0.820071 -4.784947 -0.0128 0.0036 -0.0059 -0.8237
C -2.381973 0.196585 -4.014487 -0.0333 -0.0259 -0.0355 -1.2497
C -1.728561 0.535006 -2.817831 0.0453 -0.0278 0.0607 -0.3266
N -0.643506 -0.075309 -2.416144 0.0398 -0.2928 -0.1830 -0.0025
C -0.115820 -1.063244 -3.179346 -0.0169 0.1451 0.1286 0.5059
C 1.121721 -1.631679 -2.659363 0.0418 0.1356 0.2531 -0.2917
O 1.645321 -1.156294 -1.603883 -0.1617 -0.1437 -0.2282 -0.2997
H 1.484023 -3.973344 -5.122557 0.0147 0.0008 0.0075 0.4299
H -2.377576 -1.112071 -5.704751 0.0022 0.0000 0.0054 0.3855
H -3.275093 0.733336 -4.308639 0.0092 0.0026 0.0055 0.4004
H -2.111284 1.317187 -2.170988 0.0200 -0.0285 -0.0184 0.4549
C -1.475352 -1.368333 4.528651 0.0122 0.0200 -0.0751 -1.1031
C 0.010373 -1.714020 4.535612 -0.0043 0.0210 0.0407 -1.5170
C 0.527586 -2.193811 3.177825 -0.0327 0.0075 -0.0832 2.4735
C 2.030432 -2.557525 3.284046 0.0412 0.0008 -0.1133 -1.2688
C 2.588092 -3.283672 2.060049 -0.0330 0.0970 -0.0008 -1.0886
C -0.186134 -3.461191 2.775984 -0.0068 -0.0209 0.0836 -0.3787
O -0.356741 -4.398836 3.542211 -0.0348 0.0251 -0.0632 -0.7375
N -0.579740 -3.515633 1.480157 -0.0881 0.0460 0.0432 0.3383
C -0.497581 -2.488382 0.506269 0.0971 0.3261 -0.0082 -0.9777
O -0.930378 -2.769121 -0.598633 0.0616 0.0002 -0.0639 -0.7099
N 0.000546 -1.275271 0.866984 -0.0670 -0.4323 0.3463 1.7608
C 0.399633 -1.050380 2.153413 -0.0378 -0.0837 -0.1585 -1.0897
O 0.721663 0.070729 2.522169 -0.0716 0.0376 -0.0175 -0.7066
H -1.799717 -1.006932 5.507472 0.0114 -0.0098 -0.0082 0.5104
H -2.084128 -2.240452 4.275531 0.0086 0.0062 0.0073 0.2629
H -1.683928 -0.582619 3.797861 0.0035 -0.0154 0.0258 0.1307
H 0.213427 -2.499182 5.265795 -0.0190 -0.0121 0.0187 0.4517
H 0.593534 -0.831461 4.798507 0.0147 -0.0078 0.0308 0.4773
H 2.144480 -3.189449 4.168170 0.0057 -0.0006 0.0374 0.4281
H 2.574960 -1.626628 3.452471 0.0077 0.0110 -0.0207 0.4246
H 2.150054 -4.280779 1.962769 0.0394 0.0197 -0.0161 0.3334
H 3.668775 -3.388954 2.142300 0.0367 -0.0077 0.0362 0.4332
H 2.398228 -2.732531 1.135977 0.0052 0.0253 0.0169 0.0884
H -0.999559 -4.371106 1.149739 0.0015 -0.0081 -0.0101 0.3079
Cl 4.317345 1.414373 -1.287965 0.0680 0.0290 0.0123 -0.4122
Si 3.101938 0.933212 0.427423 0.3697 0.1708 0.1921 0.5253
Cl 3.259432 2.815233 1.501058 -0.0244 -0.0132 -0.0496 -0.4237
Cl 4.640176 -0.128218 1.569103 -0.1917 -0.1001 -0.0183 -0.4596
```
Forces are in eV/Å.

Energy relative to the best compared isomer or geometry (same formula, charge and spin) = 20.51 kJ/mol
Multiplicity = 1
Total charge = -2

Entry 3:
Formula: C5H13O
Source: the OMol25 dataset
Level of theory: ωB97M-V/def2-TZVPD

```
19
Properties=species:S:1:pos:R:3:forces:R:3:mulliken_charge:R:1
C -0.663801 -1.409842 -1.494427 -0.1926 0.2527 1.1206 -0.4896
O -0.024689 -0.926826 -0.398861 -0.0098 -0.3318 -0.3293 -0.6877
C -1.920684 -2.256524 -1.102160 0.2577 0.6858 0.1036 -1.0514
H -0.042816 -2.107612 -2.098390 0.1572 0.1293 -0.3689 0.2214
H -1.012377 -0.558827 -2.140480 0.0208 -0.3731 -0.4108 0.1995
H -2.124734 -3.029731 -1.849341 -0.2295 -0.1513 0.1521 0.3623
H -2.796142 -1.617436 -0.944119 -0.0691 -0.0146 -0.2241 0.2291
H -1.681258 -2.642156 -0.108958 0.0389 -0.4780 -0.1820 0.2435
C -0.148969 1.837020 0.498464 -0.6475 0.3588 0.5585 -0.9082
C 0.788742 1.145339 1.488056 -0.4249 -0.1253 0.2129 -0.1683
C 2.182674 0.938125 0.931143 0.2760 0.4785 -0.7583 -1.1226
H 0.210475 2.799675 0.119303 0.3047 -0.0738 -0.0296 0.3583
H -1.085058 2.071867 1.026310 0.0279 0.0034 -0.0495 0.2518
H -0.426304 1.156953 -0.304449 0.3631 -0.1419 -0.0858 0.0925
H 0.316008 0.192186 1.731324 0.1887 -0.1795 -0.2855 0.2086
H 0.786875 1.685090 2.444876 0.3134 0.2782 -0.1109 0.3855
H 2.921210 0.496659 1.601548 -0.1596 -0.0334 0.2318 0.3001
H 2.133503 0.327558 0.028640 -0.2578 -0.2860 0.1499 0.2623
H 2.587346 1.898481 0.571521 0.0423 0.0020 0.3052 0.3127
```
Forces are in eV/Å.

Energy relative to the best compared isomer or geometry (same formula, charge and spin) = 24.63 kJ/mol
Multiplicity = 1
Total charge = -1

Across the entries above, maximum force takes the values 3.23; 0.71; 1.16 eV/Å, respectively.
Across the entries above, orbital gap takes the values 8.65; 6.50; 6.78 eV, respectively.